{
  "formula": "C10H13CaF6MnNO11S2",
  "method": "ωB97M-V with the def2-TZVPD basis set",
  "symbols": ["Ca", "Mn", "C", "F", "F", "F", "S", "O", "O", "N", "S", "O", "O", "C", "F", "F", "F", "O", "H", "C", "C", "C", "O", "C", "O", "O", "H", "H", "H", "H", "H", "H", "C", "C", "C", "O", "C", "O", "O", "H", "H", "H", "H", "H", "H"],
  "coordinates": [[3.904, 13.960, 6.969], [1.349, 14.527, 4.271], [1.955, 12.968, 0.854], [2.275, 12.882, -0.398], [0.713, 12.568, 1.049], [2.762, 12.244, 1.631], [2.127, 14.805, 1.391], [3.277, 14.962, 2.263], [2.151, 15.612, 0.217], [0.824, 15.019, 2.433], [-0.356, 15.709, 1.558], [-0.149, 17.108, 1.368], [-0.681, 14.933, 0.398], [-1.783, 15.525, 2.818], [-2.594, 16.530, 2.642], [-2.385, 14.385, 2.626], [-1.279, 15.613, 4.076], [2.900, 13.541, 4.987], [3.527, 13.195, 4.332], [2.033, 9.773, 3.969], [1.203, 9.394, 2.757], [2.041, 8.768, 1.650], [1.178, 7.789, 1.108], [0.284, 7.420, 2.054], [-0.481, 6.530, 1.950], [0.330, 8.307, 3.073], [2.557, 8.885, 4.314], [1.334, 10.123, 4.742], [2.699, 10.637, 3.900], [0.534, 10.176, 2.388], [2.999, 8.361, 1.992], [2.301, 9.413, 0.806], [7.450, 13.199, 2.446], [7.204, 11.726, 2.802], [5.852, 11.445, 3.484], [5.530, 10.170, 2.972], [6.121, 10.006, 1.779], [5.791, 9.283, 0.908], [7.131, 10.907, 1.672], [7.981, 13.270, 1.498], [7.916, 13.790, 3.229], [6.488, 13.673, 2.207], [8.014, 11.376, 3.451], [4.988, 12.072, 3.204], [5.919, 11.509, 4.576]],
  "atomic_forces_ev_per_a": [[-0.13, -0.45, -0.78], [-0.24, 0.26, -1.59], [-0.43, 0.80, 0.15], [0.29, -0.13, -0.11], [-0.02, -0.10, 0.10], [0.26, -0.14, 0.09], [1.35, 0.81, -0.77], [-0.33, -1.12, 1.06], [-0.70, -0.71, 0.67], [1.48, -0.61, -0.45], [-3.14, 1.63, -1.59], [0.22, -0.49, 0.91], [0.26, -0.29, 1.02], [0.72, 0.73, -1.56], [-0.23, 0.05, 0.06], [-0.11, -0.43, 0.46], [0.36, -0.49, 0.64], [0.66, 0.48, 2.15], [-0.28, 0.09, -0.46], [-1.14, 0.41, 0.82], [0.44, -0.22, -0.53], [0.36, 0.66, -1.11], [0.29, -0.56, 0.14], [-0.23, 0.24, -0.84], [-0.07, -0.29, 0.28], [0.06, 0.17, 1.16], [0.16, 0.14, 0.15], [-0.03, -0.50, 0.19], [0.29, -0.28, -0.84], [0.35, 0.29, 0.02], [-0.28, -0.33, 0.24], [-0.12, 0.28, 0.30], [-1.12, -0.27, -0.68], [0.09, 1.27, 0.93], [-0.01, 0.13, -0.19], [-0.99, -0.62, 1.48], [0.69, 0.70, -1.25], [-0.15, -0.39, 0.46], [0.10, -0.13, -0.75], [0.49, -0.05, 0.27], [0.29, -0.22, 0.01], [-0.02, 0.00, 0.12], [-0.07, -0.16, -0.06], [0.47, 0.53, -0.38], [0.14, -0.72, 0.04]],
  "charge": 2,
  "orbital_gap_ev": [3.673, 3.604],
  "homo_ev": [-14.5, -14.5],
  "multiplicity": 6,
  "lumo_ha": [-0.3982, -0.4007],
  "largest_force_ev_per_a": 3.88
}


{
  "formula": "C10H13Cl",
  "method": "ωB97M-V with the def2-TZVPD basis set",
  "symbols": ["C", "C", "C", "C", "C", "C", "C", "C", "C", "C", "Cl", "H", "H", "H", "H", "H", "H", "H", "H", "H", "H", "H", "H", "H"],
  "coordinates": [[1.939, 1.442, 0.055], [0.797, 1.076, 0.095], [4.259, 0.621, -0.591], [4.307, 0.990, 0.859], [3.351, 1.696, -0.062], [-2.329, -0.034, -0.634], [-2.365, -0.194, 0.892], [-1.901, 1.046, 0.265], [-3.581, 0.122, -1.462], [-1.392, -1.128, 1.567], [-2.387, 2.641, 0.408], [5.078, 0.916, -1.230], [3.814, -0.325, -0.859], [3.894, 0.293, 1.573], [5.160, 1.543, 1.226], [3.571, 2.724, -0.333], [-1.548, -0.596, -1.133], [-3.337, -0.151, 1.379], [-4.014, -0.852, -1.689], [-3.342, 0.617, -2.402], [-4.319, 0.721, -0.934], [-0.393, -0.965, 1.167], [-1.677, -2.168, 1.412], [-1.373, -0.932, 2.638]],
  "atomic_forces_ev_per_a": [[1.06, -0.07, -0.14], [-3.88, -0.25, 0.38], [0.16, -0.11, -0.13], [0.22, 0.01, 0.13], [-0.17, 0.32, 0.03], [-0.04, 0.19, -0.28], [0.49, -0.08, 0.27], [1.76, -0.34, -0.44], [0.13, 0.10, 0.10], [0.10, -0.18, -0.06], [0.11, -0.14, -0.02], [0.06, 0.09, 0.02], [-0.12, 0.02, 0.03], [-0.12, 0.01, -0.02], [0.05, 0.05, -0.05], [0.27, -0.10, 0.02], [0.18, 0.06, 0.23], [-0.03, 0.30, -0.06], [0.02, -0.02, 0.03], [-0.06, 0.04, -0.05], [-0.14, 0.05, 0.00], [0.02, 0.03, -0.03], [-0.07, 0.00, 0.00], [0.02, 0.02, 0.06]],
  "orbital_gap_ev": [6.810, 6.741],
  "homo_ev": [-8.2, -8.2],
  "lumo_ha": [-0.0514, -0.0532],
  "largest_force_ev_per_a": 3.91
}